No. 1
{
  "formula": "C21H16Cl2N4O4SV",
  "method": "ωB97M-V/def2-TZVPD",
  "species": ["C", "S", "H", "C", "C", "H", "Cl", "O", "C", "H", "O", "N", "C", "O", "C", "H", "C", "H", "C", "H", "Cl", "H", "H", "H", "C", "H", "C", "H", "H", "C", "C", "H", "O", "N", "C", "N", "H", "C", "C", "C", "C", "C", "H", "C", "N", "H", "C", "C", "V"],
  "xyz": [[-2.79, 2.07, -0.32], [-1.50, -0.14, 2.37], [-3.85, 1.87, -0.27], [2.66, 0.00, -1.09], [5.42, 0.12, 2.05], [1.90, -0.04, -1.86], [7.11, -0.03, 1.83], [-4.55, 3.80, -1.31], [-2.29, 3.24, -0.90], [6.01, -0.16, -0.65], [-4.66, -4.03, -0.96], [-0.62, -1.31, -0.29], [-2.85, -2.19, -0.29], [1.31, 0.56, 2.50], [-1.89, 1.17, 0.19], [4.30, -0.21, -2.46], [-1.93, -1.23, 0.01], [5.57, 0.33, 4.16], [-0.08, 2.50, -0.36], [-3.06, 5.21, -0.97], [2.91, 0.68, 5.10], [-3.04, -5.33, -0.81], [-0.68, -4.25, -1.89], [-2.97, 4.40, -2.53], [-0.92, 3.45, -0.91], [0.99, 2.65, -0.33], [-1.07, -3.40, -1.35], [-5.30, -4.68, -1.27], [-3.29, -4.63, -2.42], [4.91, 0.29, 3.31], [-3.37, -4.42, -1.34], [-0.49, 4.35, -1.34], [-0.56, -1.34, 2.28], [2.24, 0.13, 0.16], [3.52, 0.44, 3.52], [-2.32, -0.07, 0.79], [-5.17, 4.44, -1.66], [-0.21, -2.39, -0.97], [-2.41, -3.32, -1.00], [3.18, 0.19, 1.17], [2.66, 0.40, 2.46], [-3.23, 4.26, -1.48], [-3.88, -2.09, -0.01], [4.01, -0.10, -1.42], [-0.55, 1.38, 0.19], [0.85, -2.44, -1.21], [4.96, -0.07, -0.42], [4.56, 0.07, 0.92], [0.46, -0.13, 1.10]],
  "multiplicity": 2,
  "gap_ev": [6.255, 7.022],
  "total_charge": 2
}



No. 2
{
  "formula": "C21H16F2O5S2",
  "method": "ωB97M-V/def2-TZVPD",
  "species": ["C", "H", "H", "C", "C", "S", "H", "H", "H", "C", "O", "S", "C", "H", "C", "C", "O", "C", "C", "H", "C", "H", "C", "C", "C", "F", "O", "H", "H", "C", "H", "C", "H", "C", "H", "C", "C", "C", "O", "H", "H", "C", "F", "H", "C", "O"],
  "xyz": [[-1.43, -0.23, -0.91], [-0.77, -4.71, 4.48], [-2.46, -0.37, -0.58], [-1.99, 3.08, 4.80], [-1.57, 1.82, 4.47], [0.42, 1.19, -3.61], [-1.79, 1.05, 5.17], [0.54, -1.81, 1.66], [-0.82, 4.76, 2.12], [2.58, -1.63, -5.48], [0.32, -2.97, -3.70], [1.01, -1.74, -3.19], [2.85, 0.37, -6.77], [2.78, -2.68, -5.31], [-1.26, -2.70, 4.93], [-0.05, -3.36, 2.97], [1.24, 1.94, -2.61], [-0.70, -3.69, 4.15], [-0.14, -0.38, -2.92], [-0.77, -0.90, -0.36], [-0.53, -1.01, 3.34], [0.38, -4.14, 2.37], [-0.40, 0.30, 2.84], [1.78, -0.94, -4.61], [1.51, 0.39, -4.80], [-1.88, -3.02, 6.10], [2.00, -1.80, -2.06], [1.82, 2.10, -6.02], [-1.13, 0.81, -0.78], [3.12, -0.97, -6.57], [3.25, 0.88, -7.63], [-1.03, 3.93, 2.78], [0.17, 0.35, 1.92], [-0.87, 1.56, 3.28], [-0.07, 2.52, 1.53], [-1.72, 4.14, 3.95], [-1.18, -1.38, 4.53], [0.03, -2.06, 2.57], [-0.67, 1.87, -4.41], [-1.64, -0.67, 5.18], [-2.05, 5.13, 4.23], [2.04, 1.06, -5.88], [-2.66, 3.29, 5.96], [3.73, -1.50, -7.28], [-0.61, 2.67, 2.44], [-1.37, -0.57, -2.28]],
  "e_above_lowest_kcal_mol": 85.0,
  "gap_ev": 2.204
}



No. 3
{
  "formula": "C21H16F4O2S",
  "method": "ωB97M-V/def2-TZVPD",
  "species": ["H", "H", "H", "C", "F", "F", "H", "C", "S", "H", "H", "H", "H", "C", "H", "C", "C", "C", "C", "C", "C", "H", "C", "O", "H", "C", "F", "C", "H", "C", "C", "C", "C", "H", "H", "C", "F", "O", "C", "C", "C", "C", "H", "H"],
  "xyz": [[-3.03, -4.97, 1.23], [1.64, 3.80, -2.31], [-1.97, -3.74, 3.17], [1.14, -0.82, -1.94], [-4.17, 1.24, -0.05], [-3.25, -0.75, -0.26], [0.10, -0.98, -2.28], [-0.38, -2.12, 0.61], [-2.03, 0.87, 1.55], [-1.22, 0.44, -0.64], [0.27, 1.77, -1.98], [2.22, 5.28, -0.35], [4.26, -0.12, -3.17], [0.31, 2.90, 1.25], [2.00, -0.90, -3.92], [-3.56, 0.26, 0.62], [1.39, -0.68, -0.57], [2.62, -0.11, -0.16], [-0.78, -2.48, 1.91], [-0.67, 0.76, 0.31], [-1.80, -3.92, -0.20], [-0.39, -1.93, 2.77], [0.35, -0.87, 0.45], [-2.34, 2.22, 1.97], [2.75, 0.18, 0.86], [1.30, 3.56, -1.30], [-2.46, -4.50, -1.27], [-2.25, -4.22, 1.07], [0.60, -0.39, 1.40], [0.50, 2.42, -1.13], [0.01, 2.07, 0.15], [1.15, 4.02, 1.07], [3.63, 0.11, -1.10], [4.58, 0.52, -0.77], [-0.45, -2.83, -1.45], [-0.79, -2.98, -0.44], [-4.42, -0.24, 1.52], [-1.73, -0.13, 2.56], [-1.69, -3.50, 2.15], [2.18, -0.67, -2.86], [1.61, 4.37, -0.21], [3.45, -0.22, -2.45], [1.40, 4.65, 1.93], [-0.09, 2.67, 2.24]],
  "e_above_lowest_kcal_mol": 0.0,
  "gap_ev": 8.417
}



No. 4
{
  "formula": "C21H16FIrN2O3",
  "method": "ωB97M-V/def2-TZVPD",
  "species": ["C", "Ir", "H", "C", "C", "C", "H", "C", "C", "C", "F", "N", "C", "C", "C", "O", "H", "C", "C", "H", "N", "C", "H", "C", "C", "O", "C", "H", "H", "H", "H", "H", "H", "C", "H", "C", "C", "H", "H", "H", "O", "C", "H", "C"],
  "xyz": [[6.46, -1.45, 0.86], [-0.01, -1.18, -1.38], [-3.40, -2.75, -2.56], [-4.76, -1.13, 0.98], [-4.02, -1.28, -0.21], [4.22, -0.92, 1.55], [-2.80, 1.79, -0.30], [0.51, 2.46, 0.06], [-4.20, -2.02, -2.55], [-1.84, 2.30, -0.39], [-0.56, 5.37, -1.76], [0.31, -0.46, 0.31], [-0.61, 4.19, -1.13], [5.56, -1.06, 1.85], [-0.69, 1.75, 0.16], [-4.68, -1.84, -1.20], [7.51, -1.55, 1.09], [-0.70, 0.42, 0.91], [-2.63, -0.87, -0.26], [6.71, -2.02, -1.20], [1.52, -0.44, 0.79], [-4.17, -0.59, 2.08], [-4.74, -0.47, 2.99], [4.67, -1.58, -0.74], [-2.06, -0.24, 0.91], [-1.98, -1.12, -1.34], [3.77, -1.18, 0.25], [3.51, -0.62, 2.31], [1.41, 2.06, 0.50], [-5.79, -1.47, 0.98], [5.91, -0.86, 2.85], [-2.70, 3.96, -1.47], [-3.87, -1.07, -2.97], [0.56, 3.68, -0.58], [-2.41, 0.34, 2.92], [2.36, -1.03, -0.08], [6.01, -1.71, -0.43], [4.31, -1.79, -1.74], [1.48, 4.24, -0.67], [-0.38, 0.58, 1.94], [1.92, -1.42, -1.23], [-2.82, -0.13, 2.03], [-5.07, -2.40, -3.08], [-1.81, 3.52, -1.04]],
  "multiplicity": 2,
  "e_above_lowest_kcal_mol": 1.7,
  "gap_ev": [6.648, 6.064],
  "total_charge": 1
}